C18H19F6HfIN3O4 | ωB97M-V/def2-TZVPD

Results
- energy above the lowest of the compared OMol25 structures with the same formula, charge and spin (kcal per mole) = 1.63
- F_max (eV/A) = 3.99
- highest occupied orbital energy (Eh) = -0.403
- gap between HOMO and LUMO (eV) = 7.5

```
! RIJCOSX wB97M-V def2-TZVPD def2/J DEFGRID3
* xyz 1 1
Hf -16.4846 -7.8660 0.5285
C -18.3308 -7.6553 4.3483
C -17.2325 -7.3524 3.4657
O -17.3921 -7.7716 2.1782
C -16.0717 -6.6144 3.7729
C -15.0749 -6.0391 2.8843
C -13.9630 -5.2820 3.4079
N -15.1566 -6.3189 1.5759
N -14.1752 -5.7317 0.8017
C -14.4044 -6.0019 -0.4703
O -15.4565 -6.6758 -0.9129
C -13.4603 -5.4424 -1.4658
C -12.5962 -4.3824 -1.2646
C -11.7838 -4.0055 -2.3107
C -11.7727 -4.6297 -3.5667
C -12.7108 -5.6223 -3.7477
C -13.5652 -6.0096 -2.7438
H -18.4185 -8.7244 4.4223
H -19.3563 -7.2399 4.0593
H -18.0470 -7.2935 5.3101
H -15.9060 -6.2542 4.8023
H -14.0704 -4.9716 4.4380
H -13.8978 -4.4645 2.7192
H -13.0971 -5.9070 3.3531
H -12.5829 -3.9460 -0.2921
H -11.1487 -3.0725 -2.1576
H -11.0272 -4.2529 -4.3329
H -12.7083 -6.1487 -4.6557
H -14.2065 -6.8483 -3.0004
C -13.3777 -10.7897 -0.4628
C -14.8835 -10.4291 -0.3918
O -15.2376 -9.3708 0.4806
C -15.6691 -11.7218 0.0795
F -17.0418 -11.4606 -0.0847
F -15.4146 -11.9699 1.3887
F -15.3525 -12.8049 -0.6390
C -15.3436 -10.0682 -1.8095
F -15.4207 -11.0689 -2.6859
F -16.5856 -9.5141 -1.8017
F -14.4881 -9.0791 -2.2646
H -13.1792 -11.4965 0.3719
H -12.8580 -9.8733 -0.5147
H -13.2659 -11.2783 -1.4029
N -17.6215 -6.1339 -2.5882
C -18.4553 -6.4662 -1.6588
O -18.2018 -7.1528 -0.6305
C -19.8652 -6.1112 -1.7182
I -20.2485 -4.3080 -0.5522
H -16.6466 -6.1951 -2.3471
H -17.8568 -5.3971 -3.2862
H -20.4712 -6.9087 -1.2829
H -20.2958 -5.9008 -2.7053
*
```